[1]
{"formula": "C22H67N32O15", "method": "wB97M-V/def2-TZVPD", "total_charge": 1, "orbital_gap_ev": 6.42, "symbols": ["O", "O", "O", "O", "O", "O", "O", "O", "O", "O", "O", "O", "O", "O", "O", "N", "N", "N", "N", "N", "N", "N", "N", "N", "N", "N", "N", "N", "N", "N", "N", "N", "N", "N", "N", "N", "N", "N", "N", "N", "N", "N", "N", "N", "N", "N", "N", "C", "C", "C", "C", "C", "C", "C", "C", "C", "C", "C", "C", "C", "C", "C", "C", "C", "C", "C", "C", "C", "C", "H", "H", "H", "H", "H", "H", "H", "H", "H", "H", "H", "H", "H", "H", "H", "H", "H", "H", "H", "H", "H", "H", "H", "H", "H", "H", "H", "H", "H", "H", "H", "H", "H", "H", "H", "H", "H", "H", "H", "H", "H", "H", "H", "H", "H", "H", "H", "H", "H", "H", "H", "H", "H", "H", "H", "H", "H", "H", "H", "H", "H", "H", "H", "H", "H", "H", "H"], "xyz": [[-0.8033, -0.5207, -0.0002], [-6.4393, 0.0915, 0.6005], [-9.2851, -0.7405, -8.9197], [-4.0684, -4.8096, -3.0636], [-8.7677, -5.9939, -4.9152], [3.6816, 7.0320, -1.7261], [-5.7946, -2.4974, -5.9681], [2.0367, 1.3792, 2.4398], [2.8076, 9.3698, -5.7669], [5.9278, 3.4140, 1.1891], [7.9740, 7.9534, 5.0527], [-1.5598, -4.4517, 0.7785], [6.4560, -3.3798, 6.6544], [-7.2893, -6.5226, 0.2711], [9.1223, -1.0713, 9.1894], [3.4081, 9.2767, -1.6302], [-5.6274, -5.6317, -1.6435], [-1.3458, -2.4984, -0.9541], [4.8875, -4.7049, 7.6040], [6.2316, 5.6296, 1.5481], [-9.0517, -7.5308, -6.5483], [5.4988, -2.7555, 8.6088], [2.4008, 8.0691, -3.2727], [-6.9767, -6.7039, -6.0967], [8.8605, -2.6097, 7.5553], [-10.9249, 0.0217, -10.2762], [-1.5362, -6.3848, 1.9520], [4.6007, 8.6831, -6.9583], [4.8686, 4.9163, -0.1281], [-4.9173, -1.0736, -0.5981], [-1.2286, -0.6162, -2.2234], [3.8342, 0.6961, 1.2415], [6.1901, 8.5334, 6.3121], [1.7719, -0.1614, 0.8060], [2.5355, 7.8297, -7.3992], [-6.4931, -4.1096, -7.3891], [-4.2533, 0.1981, 1.1684], [10.9241, -1.7543, 8.0044], [-10.2091, 1.2835, -8.5210], [-3.4927, -5.5584, 1.1308], [-8.6956, -5.0428, 1.2437], [-6.2449, -4.2613, -3.3537], [6.8279, 6.3506, 6.1601], [-8.9257, -7.2729, 1.6394], [6.9052, 2.4128, 4.7691], [3.0632, 3.1773, 4.2240], [-7.5059, -2.0714, -7.3833], [5.6642, -3.5997, 7.5646], [4.2629, 0.8088, 4.8556], [-5.2790, -0.2398, 0.4032], [-2.1574, -5.4049, 1.2574], [5.6428, 0.1015, 5.1724], [6.9527, 0.9809, 5.1041], [4.2860, 2.3829, 4.5348], [9.6043, -1.7673, 8.3064], [5.6781, 3.1681, 4.4975], [-8.2960, -6.6967, -5.7956], [-1.1069, -1.1723, -0.9958], [-10.0879, 0.1318, -9.2196], [3.2838, 8.6729, -6.6508], [-6.5507, -2.8675, -6.8574], [9.3540, 3.5887, 4.1787], [7.0573, 7.6342, 5.7933], [3.1939, 8.0603, -2.1816], [-5.2390, -4.8954, -2.7097], [5.6897, 4.5789, 0.8872], [8.2088, 3.1482, 4.6861], [-8.2426, -6.2940, 1.0046], [2.5164, 0.6807, 1.5508], [6.0796, 6.0667, 6.7676], [5.6558, -1.0324, 5.4013], [-9.4755, -4.8347, 1.8415], [-6.5820, -5.7152, -1.3362], [-10.0410, -7.5546, -6.3547], [-2.0108, -7.1746, 2.3517], [-8.6183, -8.2211, 1.4864], [3.2498, 3.5509, 3.2605], [-9.6020, 1.4042, -7.7249], [-1.4757, -1.1323, -3.0494], [-8.2121, -4.2837, 0.7881], [-1.0584, 0.3750, -2.2981], [4.8559, -2.9182, 9.3634], [4.4446, 4.1620, -0.6458], [-6.3793, -6.0953, -5.5572], [-9.7098, -7.1063, 2.2445], [8.0079, 0.5395, 5.3126], [-5.7929, -4.7326, -7.0213], [2.2167, 7.1815, -3.7137], [1.5476, 7.7931, -7.2007], [6.8528, 5.4203, 2.3145], [5.4302, 8.2906, 6.9226], [-1.5955, -3.0483, -1.7582], [-10.8616, 2.0116, -8.7510], [-7.5807, -1.1374, -7.0127], [-1.2658, -2.9554, -0.0513], [6.0611, -1.9171, 8.6174], [-8.1348, -2.3572, -8.1123], [3.9962, 9.3132, -0.8122], [5.0113, 8.1185, -7.6804], [4.4264, 1.3148, 1.7759], [4.9815, -5.3598, 6.8428], [-6.5697, -7.2744, -6.8164], [-5.9963, -3.6994, -4.1572], [1.9921, 8.9006, -3.6618], [-7.2098, -4.3195, -3.0792], [6.3274, 9.5008, 6.0625], [2.1451, -0.7402, 0.0751], [2.3269, 2.4424, 4.0471], [-11.5906, 0.7264, -10.5387], [0.7806, -0.2020, 1.0061], [10.3790, 3.8446, 3.6927], [11.5129, -1.1379, 8.5435], [9.2354, -3.1893, 6.8257], [5.7091, 4.2895, 4.2589], [11.3390, -2.3178, 7.2839], [-3.2929, -0.0631, 1.0215], [-4.4799, 0.8225, 1.9267], [5.1928, 9.2990, -6.4226], [3.0178, 10.1300, -1.9885], [-7.1023, -4.4359, -8.1177], [-0.5377, -6.3042, 2.0669], [-4.0067, -6.3323, 1.5133], [7.8703, -2.6476, 7.7506], [6.0497, 6.5902, 1.3167], [-4.9060, -6.1203, -1.1363], [-8.6832, -8.1165, -7.2762], [-5.6524, -1.4235, -1.1935], [2.9078, 7.2492, -8.1294], [7.4541, 5.6497, 5.7933], [4.2333, -4.9034, 8.3399], [4.6612, 5.8660, -0.3909], [4.2454, 0.1331, 0.5185], [-10.8654, -0.8233, -10.8232], [-3.9901, -4.8454, 0.6176], [-3.9691, -1.3571, -0.7759], [3.2375, 0.2545, 4.8427]]}


[2]
{"formula": "C22H68N14O12", "method": "wB97M-V/def2-TZVPD", "e_above_lowest_kcal_mol": 180.35, "smiles": "NC(N)=O.NC(N)=O.NC(N)=O.NC(N)=O.NC(N)=O.NC(N)=O.NC(N)=O.CC(C)O.CC(C)O.CC(C)O.CC(C)O.CC(C)O", "orbital_gap_ev": 9.27, "symbols": ["O", "O", "O", "O", "O", "O", "O", "O", "O", "O", "O", "O", "N", "N", "N", "N", "N", "N", "N", "N", "N", "N", "N", "N", "N", "N", "C", "C", "C", "C", "C", "C", "C", "C", "C", "C", "C", "C", "C", "C", "C", "C", "C", "C", "C", "C", "C", "C", "H", "H", "H", "H", "H", "H", "H", "H", "H", "H", "H", "H", "H", "H", "H", "H", "H", "H", "H", "H", "H", "H", "H", "H", "H", "H", "H", "H", "H", "H", "H", "H", "H", "H", "H", "H", "H", "H", "H", "H", "H", "H", "H", "H", "H", "H", "H", "H", "H", "H", "H", "H", "H", "H", "H", "H", "H", "H", "H", "H", "H", "H", "H", "H", "H", "H", "H", "H"], "xyz": [[-1.8967, 2.8119, 5.2386], [4.1766, -6.5893, -2.8936], [4.9351, -2.9021, -5.6572], [-3.0347, 4.2661, -0.8094], [-3.9662, -1.9170, 4.0434], [-1.3631, -1.9348, -4.6029], [6.3448, -3.1568, 4.2714], [3.9530, 4.3725, 0.4221], [-6.9280, -3.1703, -2.8549], [1.1590, 0.6188, 1.0868], [-1.2293, 4.0285, -7.0824], [1.8492, -4.2014, 5.7405], [5.8006, -0.9894, -5.1373], [-5.5312, -0.3090, 4.2145], [-1.8452, -3.2838, -6.4868], [-6.1256, -2.2997, 4.2918], [1.7080, 0.4216, -1.0959], [0.0081, -4.0595, 6.9966], [-1.8614, 3.1160, 7.4684], [-2.2683, -1.1502, -6.5286], [-0.2760, -0.0966, -0.4887], [0.6152, -2.3282, 5.6145], [3.8249, -1.0311, -5.9579], [0.9090, 3.6347, -7.4959], [-0.0223, 2.7580, 6.4413], [0.3339, 4.2950, -5.4921], [-3.8796, 6.3265, -0.0710], [2.4961, 6.0774, -0.4946], [4.8071, -1.7313, -5.5274], [3.6236, 6.3074, 1.8846], [3.7375, 5.8041, 0.4340], [0.9025, 0.4018, -0.0891], [-8.2172, -3.2447, -0.9140], [-1.7884, -2.1487, -5.7857], [-0.0647, 3.9806, -6.6999], [7.4947, -1.0424, 4.2460], [6.1570, -1.7985, 3.9290], [-4.9985, 4.1896, 0.4305], [0.8737, -3.5762, 6.0630], [3.6714, -5.8605, -1.7206], [-3.6367, 4.9114, 0.2626], [5.7336, -1.6602, 2.4789], [2.2518, -5.3108, -2.1500], [-6.3187, -1.7366, -1.2287], [-1.3072, 2.8379, 6.3276], [3.4120, -6.8379, -0.6199], [-5.1586, -1.5438, 4.1749], [-7.4940, -2.3487, -1.9089], [-6.0372, -3.2989, 4.1740], [-2.7177, -1.3344, -7.4142], [-2.6079, 3.5895, -0.2788], [4.8473, -2.2816, 2.3506], [5.8360, 0.0091, -5.2855], [-2.3207, -0.2636, -6.0477], [-2.8119, 3.4444, 7.5631], [-7.5498, -4.0408, -0.5840], [-2.8967, 6.7897, -0.1572], [5.4289, -3.4387, 4.3286], [-5.8921, 4.6016, -0.0383], [-5.7247, -2.4641, -0.6755], [1.8120, 3.4441, -7.0855], [-9.0004, -3.6439, -1.5584], [-4.8583, 0.4425, 4.2656], [1.2979, 4.1937, -5.2080], [3.9180, 7.3472, 2.0269], [-6.6509, -1.0382, -0.4606], [0.3962, 2.3256, 7.2524], [0.7509, 3.4316, -8.4725], [4.3651, -5.0994, -1.3633], [-1.6568, -4.2331, -6.1979], [2.7454, 5.9513, -1.5482], [2.2348, -4.6842, -3.0417], [-4.4656, 6.9399, 0.6133], [1.7489, -4.7117, -1.3909], [-8.1041, -1.6382, -2.4666], [4.2036, -7.5344, -0.3434], [8.2888, -1.3287, 3.5564], [-5.5460, -1.2844, -1.8505], [2.5266, -7.4358, -0.8359], [-2.1096, -3.1114, -7.4462], [-7.5688, -3.4768, -3.5006], [1.6073, -6.1473, -2.4201], [-8.6596, -2.7516, -0.0485], [6.6295, -1.8265, 1.8807], [-0.4128, 4.4477, -4.8293], [-2.8994, 4.7901, 1.0563], [4.1965, 5.8555, 2.6943], [7.4453, 0.0443, 4.1781], [-1.2031, 3.1976, 8.2300], [1.2804, -1.9465, 4.9573], [0.1659, -4.9899, 7.3565], [-4.9484, 3.1146, 0.2573], [3.3505, -6.2445, 0.2924], [5.4093, -1.2939, 4.5410], [3.9063, -0.0691, -5.6611], [2.6276, 0.6826, -0.7697], [-0.3437, -0.5778, -1.3741], [2.2157, 7.1278, -0.5725], [-0.9380, -3.7118, 7.0607], [4.4934, -5.8429, -3.4076], [3.0195, -1.5674, -6.2473], [-6.5279, -0.1462, 4.2234], [3.3569, 4.1426, 1.1386], [-5.1383, 4.3910, 1.4926], [1.6046, 5.4842, -0.2910], [1.4479, 0.5485, -2.0635], [6.6514, -1.5232, -5.0311], [7.7780, -1.2389, 5.2800], [2.6051, 6.2212, 2.2632], [-1.0392, -0.3278, 0.1310], [5.4734, -0.6459, 2.1764], [0.4827, 2.5802, 5.5848], [-4.3549, 6.4242, -1.0471], [4.5284, 6.3642, -0.0649], [-0.2774, -1.8617, 5.6908], [-6.9812, -1.7717, 4.1953]]}